DFT (ωB97M-V/def2-TZVPD) results for a cluster of 6 separate species, C33H75N3O6S3 in total.

Computed properties:
**Energy above the lowest of the compared OMol25 structures with the same formula, charge and spin**: 241.7 kJ/mol
**Frontier orbital gap**: 8.5 eV
**LUMO level**: 0.54 eV
**Calculated total energy**: -3112.21743 Ha

```
120
C33H75N3O6S3 (ωB97M-V/def2-TZVPD)
C 4.918 -16.938 -28.307
S 3.194 -16.385 -27.852
O 3.072 -14.894 -28.044
C 2.272 -16.987 -29.288
H 5.619 -16.130 -28.518
H 4.742 -17.578 -29.172
H 5.505 -17.361 -27.492
H 2.472 -18.048 -29.439
H 2.483 -16.376 -30.166
H 1.203 -16.892 -29.097
C 2.532 -13.978 -31.515
S 3.330 -12.363 -32.146
O 3.387 -12.506 -33.694
C 1.959 -11.209 -31.949
H 1.794 -14.265 -32.265
H 1.998 -13.569 -30.657
H 3.278 -14.742 -31.299
H 1.569 -11.286 -30.934
H 1.157 -11.391 -32.664
H 2.344 -10.213 -32.171
C 1.783 -7.367 -32.792
S 1.690 -6.306 -31.278
O 2.151 -7.292 -30.192
C 3.295 -5.330 -31.634
H 1.459 -6.709 -33.599
H 1.178 -8.259 -32.633
H 2.791 -7.714 -33.018
H 3.084 -4.679 -32.482
H 4.250 -5.805 -31.860
H 3.437 -4.678 -30.772
C -2.491 -8.587 -37.726
C -2.208 -9.511 -36.488
C -0.779 -9.364 -36.147
C -0.364 -9.657 -34.720
C -1.344 -9.197 -33.679
C -2.870 -9.431 -33.970
N -3.082 -9.020 -35.347
O -4.448 -8.790 -35.607
C -3.292 -10.774 -33.541
C -3.548 -8.440 -32.912
C -2.519 -11.127 -36.822
H -2.546 -7.561 -37.363
H -3.427 -8.811 -38.238
H -1.721 -8.586 -38.498
H -0.152 -10.006 -36.764
H -0.485 -8.362 -36.458
H 0.655 -9.298 -34.573
H -0.201 -10.733 -34.655
H -1.252 -8.295 -33.075
H -1.153 -9.941 -32.905
H -2.842 -11.602 -34.090
H -3.019 -10.965 -32.503
H -4.375 -10.786 -33.659
H -3.245 -7.434 -33.202
H -4.623 -8.453 -32.734
H -3.159 -8.531 -31.898
H -2.031 -11.904 -36.232
H -2.444 -11.343 -37.888
H -3.595 -11.155 -36.652
H -4.452 -8.051 -36.219
C -0.965 -18.219 -33.554
C 0.189 -17.179 -33.523
C 1.065 -17.427 -34.701
C 0.674 -16.902 -36.067
C 0.370 -15.353 -35.823
C -0.533 -14.975 -34.609
N -0.150 -15.774 -33.457
O -0.857 -15.478 -32.299
C -0.328 -13.575 -34.273
C -1.942 -15.342 -35.060
C 1.075 -17.555 -32.333
H -0.593 -19.216 -33.319
H -1.411 -18.253 -34.548
H -1.854 -17.991 -32.967
H 2.059 -17.038 -34.480
H 0.999 -18.477 -34.985
H -0.297 -17.294 -36.369
H 1.479 -16.967 -36.799
H -0.084 -15.014 -36.754
H 1.273 -14.748 -35.730
H -0.716 -13.035 -35.136
H -0.988 -13.251 -33.467
H 0.689 -13.223 -34.102
H -2.507 -15.307 -34.129
H -2.520 -14.607 -35.620
H -2.071 -16.360 -35.425
H 0.537 -17.658 -31.391
H 1.859 -16.812 -32.185
H 1.508 -18.548 -32.447
H -0.428 -14.701 -31.933
C -0.647 -13.223 -28.386
C -1.802 -12.069 -28.242
C -2.257 -12.031 -26.810
C -1.393 -11.312 -25.782
C -1.361 -9.867 -26.261
C -0.740 -9.846 -27.739
N -1.514 -10.718 -28.688
O -1.274 -10.530 -30.061
C -1.010 -8.338 -28.236
C 0.793 -10.027 -27.914
C -3.059 -12.445 -29.010
H -1.080 -14.151 -28.014
H 0.361 -12.976 -28.053
H -0.454 -13.423 -29.440
H -3.230 -11.590 -26.596
H -2.257 -13.058 -26.443
H -0.422 -11.798 -25.684
H -1.835 -11.363 -24.788
H -0.611 -9.286 -25.725
H -2.342 -9.398 -26.178
H -0.798 -8.256 -29.302
H -2.046 -8.037 -28.085
H -0.384 -7.568 -27.785
H 1.194 -11.021 -27.716
H 1.021 -9.897 -28.972
H 1.316 -9.294 -27.299
H -2.733 -12.757 -30.003
H -3.768 -11.645 -29.220
H -3.729 -13.103 -28.458
H -2.070 -9.996 -30.126
```

DFT (ωB97M-V/def2-TZVPD) results for a cluster of 11 separate species, C33H77N11O11 in total.

Computed properties:
**Energy above the lowest of the compared OMol25 structures with the same formula, charge and spin**: 682.7 kJ/mol
**Frontier orbital gap**: 9.2 eV
**LUMO level**: 0.59 eV
**Calculated total energy**: -2733.50543 Ha

```
132
C33H77N11O11 (ωB97M-V/def2-TZVPD)
C -0.225 -0.076 -3.859
O -0.041 0.985 -3.296
N 0.803 -0.980 -4.104
C 2.134 -0.681 -3.651
C 0.625 -2.352 -4.510
H -1.231 -0.428 -4.119
H 2.335 0.342 -3.979
H 2.861 -1.366 -4.105
H 2.101 -0.659 -2.560
H -0.428 -2.556 -4.721
H 1.137 -2.590 -5.414
H 0.997 -2.966 -3.703
C -3.798 -1.411 -2.310
O -2.915 -1.531 -1.476
N -4.115 -0.352 -3.066
C -5.267 -0.369 -3.962
C -3.503 0.936 -2.778
H -4.349 -2.388 -2.516
H -5.495 -1.344 -4.394
H -4.893 0.250 -4.772
H -6.187 0.159 -3.609
H -2.394 0.823 -2.785
H -3.806 1.631 -3.610
H -3.947 1.229 -1.827
C 6.034 0.491 -1.527
O 7.075 0.915 -2.050
N 5.314 -0.559 -1.954
C 4.389 -1.249 -1.063
C 5.930 -1.462 -2.966
H 5.561 0.977 -0.653
H 3.848 -0.476 -0.493
H 4.968 -1.841 -0.365
H 3.684 -1.948 -1.535
H 7.037 -1.326 -3.071
H 5.764 -2.539 -2.731
H 5.508 -1.190 -3.974
C -2.324 2.922 0.707
O -3.320 2.382 0.316
N -1.518 3.634 -0.157
C -0.257 4.130 0.385
C -1.853 3.713 -1.561
H -1.971 2.972 1.748
H 0.573 3.473 0.257
H -0.310 4.241 1.453
H -0.097 5.155 0.098
H -2.880 4.118 -1.603
H -1.241 4.525 -1.928
H -1.841 2.846 -2.260
C 1.758 -4.866 -0.354
O 1.647 -4.319 -1.420
N 2.256 -6.163 -0.249
C 2.478 -6.983 -1.436
C 2.486 -6.753 1.063
H 1.481 -4.399 0.568
H 1.997 -6.457 -2.249
H 1.960 -7.958 -1.247
H 3.519 -7.203 -1.633
H 3.420 -7.372 1.143
H 2.419 -6.122 1.967
H 1.663 -7.501 1.239
C -6.628 1.099 -0.201
O -6.571 0.398 -1.168
N -6.224 0.723 1.027
C -6.093 1.711 2.097
C -5.614 -0.576 1.163
H -6.915 2.170 -0.268
H -6.630 1.287 2.954
H -6.623 2.621 1.733
H -5.001 1.962 2.343
H -5.553 -1.014 0.161
H -4.663 -0.444 1.627
H -6.251 -1.264 1.730
C 2.233 2.536 -2.156
O 2.871 2.375 -1.168
N 2.807 2.517 -3.411
C 1.976 2.738 -4.593
C 4.268 2.562 -3.505
H 1.110 2.584 -2.140
H 0.935 2.665 -4.359
H 2.131 1.989 -5.359
H 2.135 3.688 -5.070
H 4.762 2.501 -2.553
H 4.698 1.758 -4.116
H 4.592 3.492 -3.990
C -2.266 -3.539 2.474
O -1.203 -4.083 2.361
N -2.768 -3.115 3.647
C -4.063 -2.400 3.734
C -2.019 -3.283 4.877
H -2.869 -3.362 1.550
H -3.903 -1.328 3.839
H -4.693 -2.846 4.533
H -4.580 -2.562 2.801
H -1.756 -2.327 5.353
H -2.492 -3.989 5.544
H -1.135 -3.804 4.468
C 2.502 3.168 2.838
O 2.405 2.020 3.211
N 3.492 3.637 2.052
C 3.502 4.909 1.459
C 4.604 2.724 1.588
H 1.729 3.926 3.023
H 3.231 4.842 0.342
H 4.477 5.435 1.457
H 2.798 5.586 1.946
H 5.540 3.278 1.617
H 4.617 1.938 2.326
H 4.250 2.366 0.657
C -0.888 1.981 4.075
O -0.667 3.097 3.651
N -0.318 1.417 5.153
C -0.601 0.038 5.662
C 0.811 2.073 5.830
H -1.696 1.356 3.637
H 0.358 -0.452 5.748
H -1.240 -0.497 4.962
H -1.240 0.182 6.506
H 1.492 1.299 6.116
H 1.161 2.811 5.091
H 0.392 2.634 6.718
C -1.828 -0.323 1.039
O -2.414 -0.544 2.128
N -0.534 -0.484 0.923
C 0.124 -0.216 -0.377
C 0.283 -0.735 2.131
H -2.280 -0.040 0.072
H 1.030 -0.742 -0.413
H 0.358 0.819 -0.454
H -0.501 -0.506 -1.230
H 1.102 -1.461 1.857
H 0.741 0.170 2.515
H -0.350 -1.262 2.849
```